31
Properties=species:S:1:pos:R:3:mulliken_charge:R:1 method="wB97M-V/def2-TZVPD" e_above_lowest_ev=4.3952 gap_ha=0.347 lumo_energy_ev=0.85 smiles="COC[C@]1(CO)C(=O)C2CCN1CC2"
O 0.327 0.943 -2.161 -0.74
O 1.728 -1.269 -2.344 -0.54
O 1.424 1.704 0.695 -0.28
C -0.249 0.340 -1.238 0.35
N -0.397 -1.040 0.748 -0.36
C 2.390 2.484 1.486 -0.84
C -1.002 0.073 1.520 -0.81
C -1.483 -1.834 0.039 -0.74
C -1.743 1.013 0.564 -0.54
C -2.325 -0.985 -0.985 -0.88
C -1.723 0.479 -0.956 -0.27
C 1.259 -1.752 -1.089 -0.52
C 1.768 0.326 0.340 -1.79
C 0.625 -0.535 -0.322 1.62
H 1.237 -0.480 -2.575 0.40
H 3.408 2.292 1.184 0.32
H 2.367 2.162 2.498 0.34
H 1.997 3.508 1.382 0.23
H -1.711 -0.252 2.254 0.48
H -0.213 0.532 2.109 0.14
H -1.155 -2.746 -0.503 0.23
H -2.032 -2.295 0.874 0.44
H -2.750 0.893 0.922 0.48
H -1.419 2.118 0.629 0.30
H -3.376 -1.096 -0.786 0.38
H -2.175 -1.338 -1.943 0.50
H -2.190 1.178 -1.723 0.34
H 2.139 -2.149 -0.420 0.30
H 0.650 -2.589 -1.279 0.24
H 1.979 -0.089 1.317 0.56
H 2.644 0.405 -0.237 0.66



39
Properties=species:S:1:pos:R:3:mulliken_charge:R:1 method="wB97M-V/def2-TZVPD" charge=-3 e_above_lowest_ev=0.7466 gap_ha=0.237 lumo_energy_ev=6.80
Sr 0.102 0.098 -0.368 1.59
C 0.605 0.646 3.630 -0.83
C 0.055 1.848 2.882 0.40
O -0.164 1.729 1.634 -0.49
O 0.018 2.973 3.444 -0.82
H 1.639 0.726 3.961 0.27
H 0.398 -0.331 3.193 0.19
H -0.016 0.634 4.539 0.29
C 3.774 -1.619 1.829 -1.13
C 2.626 -1.132 0.932 0.98
O 2.827 -0.097 0.241 -0.76
O 1.607 -1.829 0.852 -0.70
H 4.729 -1.158 1.574 0.30
H 3.905 -2.698 1.731 0.28
H 3.473 -1.339 2.842 0.19
C 0.292 -2.278 -4.256 -1.16
C 0.395 -1.570 -2.890 0.92
O 0.784 -0.388 -2.837 -0.80
O -0.112 -2.141 -1.888 -0.69
H 0.289 -3.366 -4.180 0.30
H 1.176 -2.001 -4.836 0.31
H -0.632 -1.997 -4.763 0.22
C -2.624 -1.424 2.884 -0.74
C -2.497 -2.049 1.518 0.34
O -1.679 -1.591 0.685 -0.40
O -3.239 -3.058 1.333 -0.81
H -2.064 -1.981 3.634 0.19
H -3.666 -1.405 3.217 0.32
H -2.339 -0.369 2.809 0.13
C -0.199 3.255 -3.286 -0.73
C -0.414 3.787 -1.893 0.44
O -0.921 4.936 -1.721 -0.80
O -0.136 3.016 -0.935 -0.49
H -0.974 2.548 -3.578 0.10
H 0.775 2.768 -3.405 0.22
H -0.026 4.070 -4.001 0.30
O -2.273 0.790 -1.329 -0.34
H -2.817 1.538 -1.059 0.22
H -2.676 0.461 -2.137 0.19



28
Properties=species:S:1:pos:R:3:mulliken_charge:R:1 method="wB97M-V/def2-TZVPD" e_above_lowest_ev=2.0079 gap_ha=0.337 lumo_energy_ev=0.49
C -0.870 0.041 -0.621 0.47
C 0.257 0.662 0.080 1.12
C 1.706 0.449 -0.245 -0.59
C -1.056 -0.089 -1.961 0.34
C 1.253 -0.250 0.949 0.95
C -2.015 -0.366 0.281 -2.24
C -0.050 2.005 0.675 -1.74
C -2.338 -0.589 -2.639 -1.29
C 0.992 -1.711 0.687 -1.29
C 1.981 0.141 2.262 -1.41
P 2.924 0.723 -1.360 -0.22
H -0.254 0.382 -2.612 0.29
H -2.785 0.349 0.004 0.53
H -1.740 -0.229 1.347 0.41
H -2.390 -1.308 0.184 0.45
H -0.795 1.914 1.497 0.29
H -0.542 2.827 0.025 0.32
H 0.822 2.520 0.912 0.58
H -3.125 -0.671 -1.925 0.37
H -2.065 -1.444 -3.157 0.34
H -2.691 0.231 -3.313 0.31
H 1.973 -2.280 0.867 0.36
H 0.613 -1.734 -0.363 0.38
H 0.154 -2.152 1.289 0.27
H 2.054 1.227 2.328 0.27
H 2.958 -0.278 2.314 0.41
H 1.244 -0.161 3.137 0.30
H 3.785 -0.212 -0.644 -0.01



50
Properties=species:S:1:pos:R:3:mulliken_charge:R:1 method="wB97M-V/def2-TZVPD" e_above_lowest_ev=2.3843 gap_ha=0.066 lumo_energy_ev=-4.22
O 1.540 -2.837 1.983 -0.53
S 0.858 -1.567 1.636 1.27
O 0.221 -1.023 2.920 -0.64
O 2.032 -0.489 1.216 -0.42
C -0.509 -1.757 0.382 -1.57
C -0.018 -2.082 -1.103 0.06
C 0.656 -0.845 -1.832 -0.18
C 1.726 -1.233 -2.936 -1.10
C 2.743 -2.352 -2.517 0.12
C 3.245 -2.457 -1.024 -0.09
O 4.390 -3.373 -1.168 -0.33
S 3.873 -4.492 -2.328 1.05
O 3.269 -5.690 -1.658 -0.60
O 4.855 -4.743 -3.414 -0.51
O 2.481 -3.721 -2.948 -0.51
H 1.976 0.327 1.759 0.38
H -1.247 -0.867 0.317 0.49
H -1.133 -2.679 0.722 0.53
H 0.613 -3.010 -1.056 0.47
H -0.955 -2.351 -1.693 -0.34
H 1.104 -0.080 -1.139 0.23
H -0.182 -0.300 -2.382 0.42
H 2.342 -0.300 -3.124 0.35
H 1.219 -1.458 -3.922 0.34
H 3.707 -2.131 -3.084 0.47
H 2.569 -3.081 -0.356 0.26
H 3.658 -1.507 -0.576 0.14
K -1.687 0.057 1.456 1.01
Cl 6.527 -2.449 -1.692 -0.71
C -2.104 6.760 -1.246 -1.43
C -1.803 5.297 -1.492 0.46
C -2.802 4.376 -0.852 -0.50
O -2.025 3.195 -0.634 -0.29
C -0.743 3.619 -0.441 0.61
O 0.129 2.948 0.035 -0.52
O -0.583 4.899 -0.851 -0.32
H -1.913 7.030 -0.205 0.37
H -1.456 7.390 -1.858 0.36
H -3.141 6.996 -1.491 0.37
H -1.706 5.104 -2.565 0.25
H -3.657 4.173 -1.496 0.32
H -3.160 4.734 0.116 0.34
Li -1.323 -2.861 -3.497 0.90
F -4.485 -0.881 7.468 -0.33
P -3.370 -0.741 6.296 0.96
F -2.091 0.133 5.782 -0.32
F -4.217 0.640 6.141 -0.33
F -3.684 -0.952 4.708 -0.31
F -3.462 -2.359 6.175 -0.32
F -2.279 -1.008 7.470 -0.33



103
Properties=species:S:1:pos:R:3:mulliken_charge:R:1 method="wB97M-V/def2-TZVPD" charge=-3 gap_ha=0.337 lumo_energy_ev=5.20
Mg 17.803 17.459 4.872 -0.24
C 14.211 15.473 10.635 0.59
F 12.951 15.891 10.949 -0.26
F 14.600 14.764 11.688 -0.23
F 14.300 14.782 9.492 -0.15
S 15.338 17.090 10.421 1.00
O 16.390 16.966 11.436 -0.71
O 15.791 17.084 9.019 -0.74
N 14.328 18.473 11.021 -0.64
S 13.678 18.903 9.582 1.16
O 14.532 19.764 8.739 -0.54
O 13.091 17.796 8.784 -0.60
C 12.173 20.038 10.132 0.42
F 12.602 21.023 10.972 -0.24
F 11.659 20.560 8.978 -0.21
F 11.188 19.447 10.779 -0.21
C 20.643 19.155 6.964 0.67
F 21.750 19.509 7.680 -0.24
F 19.588 19.192 7.819 -0.23
F 20.458 20.077 6.071 -0.20
S 20.852 17.340 6.139 0.35
O 21.266 17.617 4.780 0.19
O 21.839 16.600 6.899 -0.49
N 19.173 16.806 6.026 -0.12
S 19.102 15.668 7.092 0.85
O 19.838 16.004 8.324 -0.61
O 17.753 15.215 7.263 -0.37
C 20.146 14.251 6.138 0.71
F 21.243 14.057 6.794 -0.19
F 19.400 13.113 6.147 -0.26
F 20.420 14.636 4.908 -0.19
C 18.620 19.092 -1.807 0.55
F 19.193 18.234 -2.688 -0.22
F 19.609 19.608 -1.035 -0.18
F 17.983 20.079 -2.402 -0.19
S 17.360 18.121 -0.731 1.02
O 17.537 16.723 -1.125 -0.74
O 17.701 18.299 0.699 -0.59
N 15.743 18.675 -1.207 -0.58
S 15.588 20.028 -0.378 1.00
O 14.701 19.995 0.780 -0.54
O 16.829 20.807 -0.135 -0.61
C 14.735 21.240 -1.668 0.42
F 13.816 20.573 -2.324 -0.21
F 14.157 22.311 -1.055 -0.22
F 15.747 21.697 -2.473 -0.21
C 13.724 16.474 4.861 0.58
F 12.551 16.754 4.431 -0.19
F 13.923 17.183 5.995 -0.15
F 13.789 15.199 5.163 -0.18
S 15.167 17.037 3.529 -0.03
O 14.707 16.853 2.199 -0.51
O 15.414 18.449 3.754 0.01
N 16.569 16.238 4.131 -0.54
S 16.332 14.717 3.746 0.68
O 16.983 13.820 4.683 -0.69
O 15.045 14.208 3.322 -0.52
C 17.470 14.582 2.143 0.64
F 18.686 14.969 2.525 -0.20
F 17.466 13.296 1.753 -0.24
F 17.059 15.378 1.161 -0.18
C 24.716 19.206 5.004 0.66
F 23.406 19.040 5.286 -0.27
F 25.197 20.114 5.911 -0.25
F 25.387 18.056 5.029 -0.21
S 25.007 19.998 3.224 0.95
O 24.843 21.454 3.340 -0.56
O 26.339 19.546 2.732 -0.73
N 23.888 19.022 2.302 -0.35
S 22.517 19.876 2.307 1.04
O 21.484 18.913 1.980 -0.73
O 22.173 20.714 3.482 -0.61
C 22.668 21.150 0.771 0.48
F 23.214 20.469 -0.293 -0.24
F 21.474 21.605 0.486 -0.17
F 23.498 22.138 1.094 -0.20
O 17.784 19.525 4.902 1.68
H 18.190 20.245 4.418 -0.12
H 17.464 19.928 5.709 -0.30
O 22.959 16.356 2.922 -0.69
H 22.936 15.477 3.299 0.30
H 22.279 16.838 3.393 0.11
O 15.529 21.517 3.873 -0.80
H 15.345 20.580 3.811 0.45
H 16.477 21.584 3.757 0.34
O 14.358 21.616 6.309 -0.74
H 14.555 20.738 6.635 0.23
H 14.585 21.584 5.380 0.52
O 17.006 20.681 7.191 -0.43
H 17.248 20.564 8.110 0.11
H 16.821 21.617 7.110 0.19
O 16.701 17.814 6.560 2.10
H 16.928 18.449 7.239 -0.51
H 15.999 17.290 6.947 -0.34
O 18.424 21.729 3.296 -0.47
H 18.733 21.805 2.393 0.17
H 18.799 22.488 3.743 0.20
O 15.425 13.424 7.026 -0.54
H 16.228 13.758 6.627 0.27
H 15.714 12.694 7.574 0.20
O 18.965 17.528 3.259 1.33
H 19.894 17.760 3.276 -0.38
H 18.721 17.580 2.335 -0.13



42
Properties=species:S:1:pos:R:3:mulliken_charge:R:1 method="wB97M-V/def2-TZVPD" charge=+2 e_above_lowest_ev=1.9148 gap_ha="0.255 / 0.160" lumo_energy_ev="-9.35 / -11.89" multiplicity=5
Ru -0.248 0.763 0.672 1.01
C -0.954 -0.947 3.335 -0.73
O 0.086 -0.376 2.452 -0.43
H -1.831 -0.307 3.308 0.31
H -0.527 -0.991 4.333 0.34
H -1.166 -1.942 2.976 0.30
H 0.445 0.380 2.951 0.38
F 0.483 4.571 1.085 -0.51
Te -1.259 3.716 0.717 1.47
F -0.050 2.135 2.186 -0.61
F -2.707 3.090 -0.336 -0.45
F -1.999 0.870 1.170 -0.52
F -1.122 4.927 -0.671 -0.37
O -0.304 2.326 -0.331 -0.54
Se 3.532 3.860 0.726 0.69
N 4.666 2.784 -0.184 -0.64
C 4.049 1.653 -0.319 0.67
C 4.550 0.444 -0.944 -0.50
C 3.720 -0.607 -0.956 -0.81
C 2.354 -0.547 -0.411 0.12
N 1.807 0.488 0.145 0.36
C 2.650 1.610 0.269 0.51
N 2.260 2.644 0.902 -0.23
H 5.547 0.409 -1.363 0.50
H 4.024 -1.545 -1.403 0.47
H 1.725 -1.429 -0.499 0.44
C -1.533 -2.651 0.440 -0.97
Si -1.826 -1.725 -1.133 -0.03
C -3.616 -1.440 -1.385 -1.05
C -1.013 -2.453 -2.624 -1.01
C -0.895 0.031 -1.086 -0.70
H -1.835 -3.696 0.346 0.47
H -2.169 -2.197 1.200 0.20
H -0.493 -2.648 0.779 0.35
H -4.061 -2.412 -1.616 0.36
H -3.832 -0.766 -2.216 0.38
H -4.103 -1.042 -0.494 0.35
H -1.502 -3.409 -2.837 0.36
H 0.054 -2.646 -2.500 0.32
H -1.157 -1.805 -3.491 0.36
H -1.677 0.734 -1.396 0.60
H -0.074 0.146 -1.797 0.73



44
Properties=species:S:1:pos:R:3:mulliken_charge:R:1 method="wB97M-V/def2-TZVPD" e_above_lowest_ev=0.0000 gap_ha=0.301 lumo_energy_ev=-0.79
C 1.668 3.613 -2.198 -1.32
C 0.680 2.471 -2.085 0.06
N -0.114 2.508 -0.813 0.04
C 0.264 1.462 0.223 -0.58
C 1.293 2.047 1.183 -0.55
C 2.046 0.969 1.971 -0.59
C 3.284 0.550 1.216 0.46
O 4.337 1.174 1.266 -0.58
O 3.123 -0.584 0.472 -0.32
C 3.276 -0.368 -0.946 0.10
C 2.345 -1.296 -1.690 -1.13
H 2.208 3.493 -3.129 0.38
H 2.396 3.616 -1.393 0.36
H 1.172 4.579 -2.215 0.40
H 1.196 1.522 -2.139 -0.15
H -0.007 2.525 -2.921 0.44
H -0.026 3.407 -0.349 0.40
H -1.096 2.358 -1.029 0.43
H 0.573 0.544 -0.257 0.08
H -0.649 1.283 0.780 0.34
H 0.779 2.693 1.888 0.48
H 2.015 2.651 0.637 0.26
H 1.417 0.118 2.209 0.32
H 2.394 1.421 2.891 0.38
H 4.308 -0.534 -1.234 0.40
H 3.022 0.670 -1.162 -0.02
H 1.405 -1.434 -1.165 0.25
H 2.791 -2.267 -1.859 0.37
H 2.123 -0.877 -2.670 0.30
C -2.095 -1.819 3.176 0.62
F -1.128 -1.070 3.716 -0.23
F -1.908 -3.076 3.555 -0.23
F -3.260 -1.400 3.657 -0.23
S -2.026 -1.655 1.349 1.16
O -0.719 -2.137 0.985 -0.68
O -2.248 -0.249 1.103 -0.73
N -3.237 -2.590 1.002 -0.43
S -3.603 -2.765 -0.538 1.07
O -2.647 -3.513 -1.302 -0.65
O -4.149 -1.591 -1.159 -0.66
C -5.029 -3.897 -0.296 0.64
F -5.980 -3.322 0.436 -0.23
F -4.653 -5.019 0.311 -0.23
F -5.543 -4.211 -1.479 -0.21



29
Properties=species:S:1:pos:R:3:mulliken_charge:R:1 method="wB97M-V/def2-TZVPD" charge=+1 e_above_lowest_ev=5.2961 gap_ha=0.335 lumo_energy_ev=-4.06 smiles="CCC(CC)c1cc1=[N+](C)C"
C 1.464 0.560 1.076 -0.76
C 0.323 -0.121 0.575 0.08
C 0.816 0.992 -0.047 -0.23
C -0.838 -1.585 -1.638 -1.07
C -0.509 -1.645 3.252 -1.35
C -0.017 2.103 -2.312 -0.63
C 2.352 2.367 -1.365 -0.95
C -1.632 -1.106 -0.423 -0.56
C -1.318 -0.883 2.197 -0.66
C -0.692 -1.093 0.767 1.03
N 1.056 1.860 -1.353 0.15
H 2.307 0.647 1.594 0.53
H 0.206 -1.460 -1.501 0.40
H -1.129 -0.893 -2.542 0.18
H -0.917 -2.712 -1.831 0.35
H -0.149 -2.626 3.106 0.41
H -1.006 -1.691 4.162 0.43
H 0.359 -1.027 3.427 0.29
H -0.638 1.119 -2.666 0.09
H 0.515 2.524 -3.235 0.34
H -0.686 2.882 -1.985 0.30
H 2.927 1.792 -0.615 0.24
H 2.437 3.407 -1.350 0.35
H 2.892 1.988 -2.249 0.40
H -2.074 -0.171 -0.643 0.32
H -2.326 -1.923 -0.139 0.35
H -1.335 0.142 2.544 0.41
H -2.270 -1.349 2.374 0.32
H -0.120 -2.100 0.820 0.22



Looking at strongest force on any atom for the records above, in order, we have 0.0610 0.0638 0.0781 0.1780 0.1089 0.0273 0.0416 0.1584 hartree/bohr.